Record 1
111
Properties=species:S:1:pos:R:3 method="wB97M-V/def2-TZVPD" mol_weight_g_mol=1010.441 s_squared=2.007 charge=0 spin_multiplicity=3 homo_lumo_gap_ev="8.7 / 8.4"
Ni -0.0694 -0.4719 0.1108
C -5.5331 -3.7600 -5.2075
C -4.8653 -3.4289 -3.8959
C -3.4942 -3.1851 -3.8392
C -2.8674 -2.9040 -2.6374
C -3.6167 -2.8728 -1.4676
C -4.9831 -3.1168 -1.4981
C -5.5974 -3.3870 -2.7140
S -2.8115 -2.5863 0.0751
O -3.8646 -2.4334 1.0507
O -1.8458 -3.6347 0.2510
N -1.9919 -1.2305 -0.1203
C -2.5697 0.0197 -0.0632
C -3.9195 0.4035 0.0212
C -4.2087 1.7495 0.0704
C -3.1908 2.7044 0.0378
C -1.8964 2.2528 -0.0532
N -1.5954 0.9518 -0.1180
H -4.9592 -3.3766 -6.0515
H -6.5393 -3.3423 -5.2566
H -5.6209 -4.8420 -5.3344
H -2.9093 -3.2101 -4.7514
H -1.7997 -2.7234 -2.5992
H -5.5489 -3.0882 -0.5759
H -6.6663 -3.5705 -2.7436
H -4.6947 -0.3468 0.0700
H -5.2428 2.0665 0.1371
H -3.3995 3.7638 0.0726
H -1.0563 2.9372 -0.1111
O 1.8867 0.5120 0.2121
N 3.0189 0.1573 0.6356
C 3.2481 -1.1199 0.9305
C 4.5412 -1.5097 1.4073
N 5.5753 -1.8418 1.7882
C 2.1546 -2.0181 0.7088
N 1.0630 -2.1491 0.3703
O -0.0174 0.0054 2.1295
P -0.0556 -0.2113 3.6105
N 1.2618 0.3198 4.4408
C 2.5586 -0.4237 4.3655
C 3.6248 0.6611 4.1970
C 2.9681 1.9080 4.7897
C 1.5317 1.7757 4.3136
N -0.1436 -1.7862 4.0249
C -1.2189 -2.5743 3.3529
C -1.8737 -3.3400 4.4945
C -0.7024 -3.6001 5.4418
C 0.0907 -2.2941 5.3980
N -1.3465 0.6392 4.1870
C -1.5796 0.8031 5.6381
C -2.5143 2.0126 5.7367
C -2.1776 2.8355 4.4927
C -1.9495 1.7652 3.4325
H 2.5605 -1.1404 3.5440
H 2.7147 -0.9781 5.2910
H 3.8398 0.8306 3.1390
H 4.5572 0.3880 4.6895
H 3.4280 2.8347 4.4482
H 3.0040 1.8812 5.8816
H 1.4425 2.1024 3.2721
H 0.8278 2.3483 4.9185
H -0.7828 -3.2441 2.6151
H -1.9216 -1.9214 2.8387
H -2.3595 -4.2483 4.1411
H -2.6255 -2.7146 4.9856
H -0.0910 -4.4185 5.0542
H -1.0056 -3.8526 6.4577
H 1.1514 -2.4592 5.5777
H -0.2679 -1.5925 6.1547
H -0.6355 0.9784 6.1621
H -2.0399 -0.0882 6.0658
H -2.3751 2.5568 6.6699
H -3.5549 1.6846 5.6882
H -1.2645 3.4134 4.6542
H -2.9722 3.5281 4.2142
H -1.2987 2.0786 2.6206
H -2.8996 1.4548 2.9910
C -1.1903 -0.6687 -7.0973
C 0.1772 -0.7331 -6.8580
C 0.6739 -0.5904 -5.5669
C -0.2007 -0.3809 -4.4990
C -1.5760 -0.3359 -4.7479
C -2.0686 -0.4714 -6.0397
Sb 0.4995 -0.0745 -2.5035
C 0.4154 2.0661 -2.5400
C -0.6150 2.7000 -3.2346
C -0.7758 4.0788 -3.1648
C 0.0944 4.8423 -2.3983
C 1.1241 4.2212 -1.7026
C 1.2824 2.8406 -1.7658
C 2.5681 -0.3526 -2.8790
C 3.3790 0.6589 -3.3926
C 4.7378 0.4385 -3.5793
C 5.2977 -0.7935 -3.2599
C 4.4959 -1.8106 -2.7639
C 3.1361 -1.5896 -2.5736
H -1.5708 -0.7765 -8.1052
H 0.8642 -0.8951 -7.6804
H 1.7432 -0.6434 -5.4002
H -2.2780 -0.2063 -3.9301
H -3.1374 -0.4296 -6.2170
H -1.3022 2.1260 -3.8447
H -1.5804 4.5549 -3.7127
H -0.0276 5.9172 -2.3452
H 1.8074 4.8108 -1.1026
H 2.0718 2.3681 -1.1936
H 2.9554 1.6222 -3.6475
H 5.3615 1.2310 -3.9740
H 6.3596 -0.9581 -3.3937
H 4.9288 -2.7718 -2.5124
H 2.5196 -2.3920 -2.1829

=====

Record 2
108
Properties=species:S:1:pos:R:3 method="wB97M-V/def2-TZVPD" mol_weight_g_mol=891.657 de_lowest_kcal_mol=17.9 charge=+1 homo_lumo_gap_ev=7.6
Mg 2.0065 2.4276 1.1038
C 4.3192 2.2196 -0.5978
C 4.9567 2.9134 0.6014
N 4.0967 2.8818 1.8082
C 4.1001 4.1339 2.5906
C 2.8877 5.0521 2.2619
N 2.1625 4.6218 1.0606
C 2.7596 5.0728 -0.2138
C 2.6912 4.0035 -1.3146
N 2.9148 2.6310 -0.8131
H 4.9290 2.4143 -1.4858
H 4.2992 1.1396 -0.4364
H 5.9259 2.4504 0.7981
H 5.1671 3.9530 0.3612
H 4.3734 2.1052 2.3942
H 4.0550 3.8705 3.6464
H 5.0401 4.6709 2.4463
H 2.1753 5.0179 3.0846
H 3.2251 6.0878 2.1739
H 1.1896 4.9147 1.1054
H 2.2621 5.9733 -0.5795
H 3.7923 5.3577 -0.0221
H 1.6938 4.0081 -1.7524
H 3.4002 4.2533 -2.1101
H 2.4930 1.9630 -1.4546
Cl 0.6098 -2.3541 6.4627
C 1.0905 -1.4418 5.0646
C 1.9203 -2.0507 4.0995
C 2.3066 -1.3776 2.9765
C 1.8814 -0.0412 2.7325
O 2.2346 0.5633 1.6556
C 1.0555 0.5628 3.7303
C 0.5064 1.8645 3.5701
O 0.6561 2.6371 2.6023
C 0.6757 -0.1598 4.8890
H 2.2414 -3.0732 4.2596
H 2.9283 -1.8516 2.2275
H -0.1385 2.2153 4.3910
H 0.0385 0.3126 5.6287
C -4.7195 1.2700 0.7974
C -3.7732 2.3139 1.2844
C -3.8273 2.9353 2.4984
C -2.8557 3.9164 2.7782
N -1.8830 4.2329 1.9404
C -1.8088 3.6031 0.7545
S -0.5883 3.8604 -0.3819
N -2.7760 2.6774 0.4493
C -2.8973 4.6754 4.0681
H -5.4201 0.9911 1.5804
H -4.1685 0.3811 0.4840
H -5.2834 1.6448 -0.0593
H -4.6020 2.6897 3.2095
H -2.6904 2.2370 -0.4640
H -3.5595 4.2111 4.7961
H -3.2526 5.6891 3.8713
H -1.8921 4.7627 4.4781
C 0.9501 -1.7483 -2.5208
C -0.3049 -2.4664 -3.0023
As 0.1814 -4.1681 -3.8787
C -1.6096 -4.8876 -4.1574
C -2.7121 -4.0601 -4.3509
C -3.9611 -4.6032 -4.6312
C -4.1195 -5.9775 -4.7220
C -3.0231 -6.8095 -4.5347
C -1.7766 -6.2673 -4.2592
C 0.6216 -5.1145 -2.2247
C 1.9659 -5.2926 -1.9110
C 2.3412 -5.8933 -0.7134
C 1.3703 -6.3406 0.1698
C 0.0246 -6.1818 -0.1428
C -0.3474 -5.5641 -1.3280
P 0.7112 -0.2563 -1.4625
C -0.1627 -0.9053 0.0047
C -0.8351 0.0034 0.8232
C -1.4894 -0.4153 1.9696
C -1.4638 -1.7570 2.3351
C -0.7720 -2.6624 1.5471
C -0.1231 -2.2415 0.3898
C -0.6476 0.5995 -2.3515
C -1.9996 0.2737 -2.2208
C -2.9672 0.9556 -2.9490
C -2.5970 1.9680 -3.8290
C -1.2563 2.2831 -3.9848
C -0.2954 1.6055 -3.2468
H 1.5359 -1.4011 -3.3755
H 1.6186 -2.4160 -1.9676
H -0.8198 -1.8473 -3.7367
H -1.0033 -2.6730 -2.1891
H -2.6137 -2.9833 -4.2857
H -4.8106 -3.9484 -4.7819
H -5.0917 -6.4005 -4.9412
H -3.1375 -7.8838 -4.6071
H -0.9308 -6.9300 -4.1136
H 2.7299 -4.9666 -2.6081
H 3.3907 -6.0272 -0.4821
H 1.6592 -6.8261 1.0938
H -0.7365 -6.5458 0.5372
H -1.3993 -5.4421 -1.5610
H -0.8357 1.0568 0.5610
H -2.0110 0.3064 2.5901
H -1.9651 -2.0884 3.2362
H -0.7346 -3.7087 1.8236
H 0.3954 -2.9794 -0.2108
H -2.2960 -0.5268 -1.5522
H -4.0106 0.6777 -2.8504
H -3.3517 2.5003 -4.3942
H -0.9595 3.0683 -4.6685
H 0.7501 1.8745 -3.3647

=====

Record 3
112
Properties=species:S:1:pos:R:3 method="wB97M-V/def2-TZVPD" mol_weight_g_mol=1006.265 s_squared=0.753 de_lowest_kcal_mol=0.0 charge=0 spin_multiplicity=2 homo_lumo_gap_ev="6.2 / 7.2"
Ti 0.9069 -1.4350 0.1217
C -1.1800 -2.9397 -3.0453
C 0.3194 -2.8902 -2.9559
C 1.0853 -3.5336 -3.9063
C 2.4791 -3.4556 -3.8212
C 3.0553 -2.6960 -2.8424
C 2.2221 -2.0255 -1.9151
N 0.8724 -2.1682 -1.9677
N 2.6145 -1.1865 -0.9413
Si 4.1585 -0.4162 -0.9017
C 5.5952 -1.5015 -0.3017
C 4.6265 0.1618 -2.6611
C 3.9821 1.1290 0.1700
H -1.4885 -3.3795 -3.9917
H -1.5911 -1.9324 -2.9709
H -1.5954 -3.5363 -2.2331
H 0.6080 -4.0881 -4.7018
H 3.0943 -3.9884 -4.5359
H 4.1284 -2.6203 -2.7422
H 5.6698 -2.4211 -0.8855
H 5.4850 -1.7807 0.7480
H 6.5404 -0.9637 -0.4039
H 5.3537 -0.5061 -3.1271
H 5.0685 1.1596 -2.6336
H 3.7601 0.2035 -3.3236
H 4.0373 0.8864 1.2312
H 3.0163 1.6053 -0.0075
H 4.7691 1.8504 -0.0611
N -0.7173 0.0980 2.5004
C -0.1357 -0.4324 1.6474
N -1.2201 -1.6992 -0.1889
C -2.3097 -2.0451 -0.2097
C -3.6722 -2.4156 -0.3060
C -4.5648 -1.4979 -0.8792
C -5.8867 -1.8484 -1.0645
C -6.3391 -3.1033 -0.6769
C -5.4616 -4.0048 -0.0901
C -4.1346 -3.6711 0.0989
H -4.2001 -0.5228 -1.1761
H -6.5671 -1.1434 -1.5197
H -7.3728 -3.3783 -0.8370
H -5.8189 -4.9802 0.2118
H -3.4480 -4.3744 0.5510
O 2.3551 -0.9413 1.6506
N 2.5505 -1.7026 2.7049
C 3.4505 -2.7051 2.6451
C 3.6702 -3.5207 3.7302
C 2.9649 -3.3187 4.9058
C 2.0855 -2.2450 4.9605
C 1.9001 -1.4464 3.8565
H 3.9629 -2.7938 1.6992
H 4.3928 -4.3199 3.6459
H 3.1021 -3.9679 5.7586
H 1.5499 -2.0147 5.8702
H 1.2241 -0.6057 3.8298
I 0.7174 -9.0649 4.6609
C 0.9323 -7.4300 3.3500
C 0.1891 -6.2810 3.5703
C 0.3328 -5.2088 2.7051
C 1.2231 -5.2822 1.6378
C 1.9548 -6.4466 1.4297
C 1.8128 -7.5282 2.2828
C 1.4390 -4.1065 0.7383
O 2.3047 -4.1365 -0.1302
O 0.6850 -3.0783 0.9607
H -0.4936 -6.2228 4.4074
H -0.2397 -4.3018 2.8510
H 2.6356 -6.4796 0.5890
H 2.3787 -8.4344 2.1162
C -0.9950 4.3387 1.7184
C 0.0569 4.9482 0.7809
C 1.3289 4.0900 0.8986
C 0.4044 6.3551 1.2926
C -0.4265 5.0199 -0.7124
O 0.6934 5.1017 -1.5874
C -1.2910 6.2700 -1.0449
C -2.6998 6.4851 -0.4575
C -3.7755 5.5376 -0.9277
C -4.0732 5.4261 -2.2836
C -5.0507 4.5576 -2.7354
C -5.7544 3.7919 -1.8192
Cl -6.9679 2.6903 -2.3870
C -5.5023 3.9037 -0.4629
C -4.5151 4.7774 -0.0287
C -1.1928 3.7644 -1.1857
N -0.4033 2.5584 -1.2873
C -0.3796 1.5153 -0.4491
N 0.4420 0.5902 -0.9092
C 0.8841 1.1249 -2.0808
N 0.3899 2.3085 -2.3434
H -0.6920 4.5132 2.7518
H -1.0727 3.2596 1.5876
H -1.9821 4.7797 1.5810
H 1.6716 4.1020 1.9350
H 2.1334 4.4649 0.2694
H 1.1473 3.0519 0.6284
H 0.9012 6.2710 2.2597
H -0.4863 6.9702 1.4306
H 1.0905 6.8802 0.6228
H 1.1918 5.8989 -1.3760
H -1.3720 6.2719 -2.1344
H -0.6982 7.1476 -0.7814
H -2.9988 7.4910 -0.7669
H -2.6658 6.4893 0.6320
H -3.5344 6.0293 -3.0048
H -5.2720 4.4740 -3.7906
H -6.0698 3.3175 0.2470
H -4.3242 4.8638 1.0344
H -1.5622 3.9734 -2.1884
H -2.0351 3.5713 -0.5295
H -0.9450 1.4597 0.4654
H 1.5771 0.6353 -2.7424